1.
{"formula": "C28H35N7", "method": "ωB97M-V with the def2-TZVPD basis set", "mol_weight_g_mol": 469.637, "smiles": "c1cc[nH]c1.c1cc[nH]c1.c1cc[nH]c1.c1cc[nH]c1.c1cc[nH]c1.c1cc[nH]c1.c1cc[nH]c1", "spin_multiplicity": 1, "e_homo_ev": -7.93, "gap_ev": 8.57, "relative_energy_kcal_mol": 10.3, "largest_force_ev_per_a": 1.6, "symbols": ["C", "H", "C", "H", "C", "C", "C", "H", "H", "C", "C", "C", "C", "H", "C", "C", "C", "H", "C", "H", "H", "N", "H", "H", "H", "C", "H", "H", "C", "C", "C", "H", "N", "H", "C", "H", "N", "C", "N", "H", "H", "H", "H", "H", "H", "C", "H", "C", "H", "N", "H", "H", "C", "H", "H", "C", "H", "C", "H", "C", "H", "N", "H", "N", "C", "H", "C", "H", "H", "C"], "xyz": [[-21.074809, 19.825403, -21.390111], [-15.678315, 13.177693, -29.342600], [-17.262110, 14.388977, -28.425200], [-18.690270, 18.473154, -28.225409], [-21.623901, 19.088963, -23.411055], [-17.677393, 17.390065, -32.441178], [-21.353366, 18.692856, -22.091123], [-16.109176, 17.178977, -31.019699], [-21.867704, 18.426339, -24.227186], [-21.305676, 16.851691, -29.031303], [-20.420854, 17.810755, -27.205885], [-18.241873, 20.582555, -26.525585], [-21.982459, 17.701826, -34.824758], [-19.279279, 15.094073, -30.867182], [-22.678193, 17.737541, -32.706342], [-16.667173, 21.046933, -28.051165], [-18.029796, 21.240124, -27.704456], [-22.276791, 16.702370, -26.990164], [-22.477498, 15.071845, -22.538084], [-21.591966, 17.994298, -35.785854], [-20.127286, 18.107854, -26.209625], [-16.860059, 17.723545, -31.397231], [-20.849653, 20.062154, -20.359844], [-16.670720, 19.404424, -30.121864], [-15.063733, 20.088492, -26.771098], [-23.270384, 15.019707, -24.640447], [-21.151633, 15.476216, -24.241871], [-22.667567, 15.514464, -32.525212], [-17.370776, 13.915195, -30.613799], [-22.494001, 16.428239, -33.068104], [-22.454092, 18.540753, -33.840124], [-24.362938, 14.538817, -21.715790], [-23.780759, 14.693019, -22.516708], [-19.158142, 20.498155, -25.962293], [-21.515995, 20.462198, -23.485271], [-18.733732, 20.360874, -31.547665], [-17.072916, 20.020518, -26.114887], [-21.470331, 17.028802, -27.624230], [-18.367156, 14.964132, -28.960602], [-16.981658, 14.667924, -27.421860], [-19.017684, 15.540534, -28.453053], [-21.884352, 15.168888, -21.646082], [-22.537109, 19.614133, -33.789921], [-21.681409, 21.101000, -24.335118], [-19.666854, 17.618890, -30.342581], [-17.214494, 18.985723, -30.949971], [-19.274272, 18.513598, -33.477502], [-22.137232, 15.249215, -23.865483], [-16.128678, 21.449474, -28.892609], [-21.203248, 20.907449, -22.222093], [-21.834400, 15.600823, -34.908767], [-25.320209, 14.339900, -23.928333], [-20.136451, 17.475129, -29.383372], [-21.088960, 21.835599, -21.866905], [-22.900666, 18.087842, -31.710977], [-18.450022, 14.708208, -30.302399], [-23.306739, 15.133193, -25.710672], [-18.544574, 18.410273, -32.692582], [-22.048327, 16.475957, -29.716399], [-18.302271, 19.380344, -31.691756], [-18.766505, 21.797044, -28.258538], [-22.039542, 16.419370, -34.372294], [-17.645088, 16.434292, -32.939864], [-19.587989, 18.019869, -28.251265], [-16.610555, 13.709454, -29.429317], [-16.929729, 19.570716, -25.231686], [-16.079064, 20.351183, -27.014811], [-17.211372, 13.412304, -31.555145], [-21.328250, 17.697539, -21.681913], [-24.295920, 14.638839, -23.795508]], "atomic_forces_ev_per_a": [[-0.1, 1.0, 0.5], [0.0, -0.1, 0.0], [0.4, 0.3, 0.0], [-0.1, 0.2, 0.0], [0.0, 0.3, -0.7], [0.1, -0.8, -0.5], [0.3, -0.3, 0.6], [0.0, -0.3, 0.0], [0.0, 0.1, 0.0], [-0.3, 0.3, 0.2], [0.2, -0.8, 1.0], [-0.7, 0.2, 0.1], [-0.3, 1.0, -0.4], [0.0, -0.1, -0.1], [-0.5, -0.5, 0.4], [0.7, 0.2, 0.7], [0.1, -0.2, -0.3], [-0.1, 0.0, -0.1], [0.3, 0.0, -0.5], [-0.1, -0.4, -0.1], [-0.1, 0.1, 0.0], [-0.5, 0.7, -0.1], [0.0, -0.5, 0.0], [-0.2, 0.2, 0.0], [0.1, -0.1, -0.3], [-1.0, -0.4, -0.5], [0.0, 0.2, 0.1], [0.2, 0.0, 0.0], [-0.2, -0.4, -0.2], [0.3, 0.0, -0.2], [0.8, -0.1, 0.4], [0.2, 0.0, 0.2], [-0.8, -0.2, -0.4], [0.1, -0.1, 0.1], [-0.2, -0.4, 0.2], [-0.3, -0.2, -0.2], [0.4, 0.5, -0.4], [0.0, 0.5, -0.2], [-0.3, 0.4, -0.2], [0.0, -0.4, 0.1], [-0.1, 0.0, -0.1], [-0.1, -0.1, 0.1], [0.2, 0.0, -0.5], [0.0, 0.2, 0.1], [0.0, 0.0, 0.0], [-0.1, -1.2, -0.1], [-0.1, -0.4, 0.0], [0.8, 0.2, 0.9], [-0.1, 0.0, -0.1], [0.1, -0.6, -0.2], [0.1, -0.1, -0.1], [0.0, 0.1, -0.2], [0.1, 0.1, -0.1], [0.0, 0.3, -0.4], [-0.3, -0.1, -0.1], [0.2, -0.3, 0.6], [-0.2, -0.2, 0.0], [-0.3, 0.5, 0.5], [0.2, -0.3, 0.0], [0.9, 1.2, 0.4], [0.0, -0.1, 0.0], [-0.2, 0.2, 0.6], [0.3, 0.0, 0.1], [0.0, 0.0, -0.9], [-0.1, 0.3, 0.1], [0.0, -0.1, 0.1], [-0.5, -0.3, 0.1], [0.1, 0.2, -0.1], [-0.1, -0.1, -0.1], [0.7, 0.4, 0.4]], "lowdin_charge": [-0.1485, 0.0836, -0.1453, 0.1259, -0.1163, -0.1606, -0.1133, 0.1411, 0.0806, -0.1018, -0.1552, -0.1682, -0.1572, 0.1004, -0.1271, -0.1282, -0.1086, 0.0697, -0.1442, 0.1047, 0.0932, 0.0310, 0.1074, 0.0786, 0.1042, -0.1206, 0.0943, 0.1016, -0.1268, -0.1352, -0.1157, 0.1419, -0.0026, 0.1011, -0.1328, 0.0943, 0.0145, -0.0928, 0.0179, 0.1045, 0.1093, 0.1020, 0.0924, 0.1016, 0.0889, -0.1337, 0.0856, -0.1280, 0.0924, 0.0023, 0.1398, 0.1020, -0.1511, 0.1391, 0.0888, -0.1437, 0.0775, -0.1088, 0.0851, -0.1276, 0.0974, 0.0104, 0.1070, 0.0311, -0.1152, 0.1439, -0.1256, 0.0857, 0.0768, -0.1150]}

***

2.
{"formula": "C6H10O", "method": "ωB97M-V with the def2-TZVPD basis set", "mol_weight_g_mol": 98.145, "smiles": "C[C@H]1CC=CCO1", "spin_multiplicity": 1, "e_homo_ev": -9.36, "gap_ev": 10.50, "relative_energy_kcal_mol": 8.3, "largest_force_ev_per_a": 0.2, "symbols": ["H", "C", "H", "H", "H", "H", "C", "H", "H", "H", "C", "H", "C", "C", "O", "H", "C"], "xyz": [[-0.431261, 0.308295, 1.282511], [1.972220, 0.049790, -0.096603], [3.050036, 0.157046, 0.001216], [1.584031, 1.909919, -1.113603], [1.213533, 1.929445, 0.621844], [-0.441220, -2.058549, 0.629479], [-0.119254, -1.290750, -0.087174], [-2.399527, 1.350716, 0.298173], [1.991145, -2.042057, 0.081924], [-0.443227, -1.632385, -1.080061], [1.174915, 1.309492, -0.292672], [-2.611057, 0.032909, -0.860414], [1.386332, -1.144734, -0.036875], [-0.736051, 0.073303, 0.248798], [-0.162406, 1.038879, -0.623387], [-2.795349, -0.273126, 0.891188], [-2.232860, 0.281802, 0.135660]], "atomic_forces_ev_per_a": [[0.0, 0.0, -0.1], [-0.1, -0.2, 0.0], [-0.1, -0.1, 0.0], [0.0, -0.1, 0.1], [0.1, -0.1, -0.1], [0.0, 0.2, -0.1], [-0.2, 0.1, 0.1], [-0.1, -0.2, 0.0], [-0.1, 0.1, 0.0], [0.0, 0.1, 0.1], [0.2, 0.0, 0.0], [0.1, -0.1, 0.1], [0.1, 0.1, 0.0], [0.1, -0.1, 0.1], [0.0, 0.1, -0.1], [0.1, -0.1, -0.1], [0.0, -0.1, 0.0]], "lowdin_charge": [0.1494, -0.0803, 0.1030, 0.1267, 0.1262, 0.1184, -0.1359, 0.0834, 0.1001, 0.1231, -0.2171, 0.0841, -0.0934, -0.4139, -0.1182, 0.0807, -0.0362]}

***

3.
{"formula": "C4H10S", "method": "ωB97M-V with the def2-TZVPD basis set", "mol_weight_g_mol": 90.191, "smiles": "C=CC.CS", "spin_multiplicity": 1, "e_homo_ev": -8.99, "gap_ev": 9.94, "relative_energy_kcal_mol": 27.9, "largest_force_ev_per_a": 2.1, "symbols": ["H", "H", "H", "C", "H", "S", "H", "C", "C", "H", "H", "H", "H", "H", "C"], "xyz": [[0.323396, 2.750895, 1.143595], [-0.574655, 0.409857, -2.788423], [0.658082, -0.286766, -1.670552], [-0.177410, 0.699716, 1.462976], [-0.918022, 0.795755, 0.674145], [-0.977817, -1.825111, -2.684856], [0.331947, -1.344585, 1.749669], [-0.135441, -0.512707, 2.299038], [0.142747, -0.390250, -2.619139], [0.469555, -0.342891, 3.186311], [1.370195, 1.742041, 2.339844], [-1.110124, -0.888899, 2.612749], [0.892711, -0.371165, -3.407989], [-0.830209, -2.254001, -3.940585], [0.535044, 1.818111, 1.643216]], "atomic_forces_ev_per_a": [[0.2, -0.1, -0.3], [0.6, 0.5, 0.2], [-0.3, -0.2, 0.2], [-0.6, 1.9, -0.5], [-0.3, -0.4, 0.1], [0.1, -0.6, 0.6], [-0.1, 0.1, 0.1], [0.8, -1.0, -0.1], [-0.6, 0.3, -0.8], [0.0, 0.0, 0.1], [-0.2, 0.6, 0.1], [-0.1, 0.3, -0.1], [-0.1, -0.2, 0.0], [0.3, 0.2, -0.1], [0.3, -1.3, 0.6]], "lowdin_charge": [0.0466, 0.0069, 0.0139, -0.2666, 0.0859, 0.6003, 0.0770, -0.1210, -0.4824, 0.0711, 0.0548, 0.0753, 0.0302, -0.1762, -0.0158]}